Arrangement 1

{"formula": "C4H9N2O", "method": "ωB97M-V/def2-TZVPD", "elements": ["N", "H", "H", "N", "C", "H", "H", "H", "H", "H", "H", "H", "O", "C", "C", "C"], "coordinates": [[-0.443, -0.931, 0.134], [-1.648, 0.539, 1.580], [1.967, -0.670, -1.145], [0.235, 0.034, -0.156], [-0.086, -2.199, -0.409], [-1.033, -2.612, -1.028], [1.912, 0.992, -0.772], [-1.934, 1.766, 0.448], [0.012, -2.964, 0.301], [-1.704, 2.204, 2.176], [0.983, 0.390, -2.154], [0.763, -2.076, -1.088], [1.002, 2.264, 0.885], [-1.356, 1.490, 1.391], [0.032, 1.608, 0.913], [1.297, 0.165, -1.074]], "nbo_charge": [0.003, 0.282, 0.245, -0.073, -0.504, 0.278, 0.262, 0.294, 0.270, 0.302, 0.275, 0.209, -0.382, -0.759, 0.826, -0.528], "orbital_gap_ev": 10.07, "charge": 1}



Arrangement 2

{"formula": "C4H9N2O", "method": "ωB97M-V/def2-TZVPD", "elements": ["H", "H", "H", "C", "H", "H", "H", "C", "H", "C", "N", "C", "H", "O", "N", "H"], "coordinates": [[2.014, -2.227, 1.019], [1.025, -1.755, -0.846], [-1.993, 2.741, 0.561], [-0.685, 2.055, -0.647], [1.921, -1.109, 2.400], [0.069, 2.603, -1.309], [-1.342, 0.502, 0.366], [1.324, -1.584, 1.612], [0.693, -2.249, 2.238], [-0.453, -0.173, -1.326], [0.421, -0.809, 0.777], [0.337, -1.123, -0.402], [-1.255, -0.796, -1.788], [-1.249, 2.970, 0.048], [-1.034, 0.844, -0.561], [0.206, 0.113, -2.142]], "nbo_charge": [0.191, 0.180, 0.515, 0.570, 0.237, 0.247, 0.466, -0.459, 0.230, -0.295, -0.418, 0.117, 0.246, -0.571, -0.504, 0.250], "orbital_gap_ev": 10.09, "smiles": "C/N=C/C/[NH+]=C/O", "charge": 1}



Arrangement 3

{"formula": "C4H9N2O", "method": "ωB97M-V/def2-TZVPD", "elements": ["C", "H", "H", "C", "H", "C", "H", "N", "O", "H", "H", "H", "N", "H", "C", "H"], "coordinates": [[-2.484, -0.045, 0.194], [-2.854, -0.937, 0.700], [1.869, 1.350, 0.688], [1.162, -0.297, -0.529], [-0.270, 1.434, -0.990], [1.960, 0.267, 0.649], [1.592, -0.157, 1.582], [-1.123, -0.232, -0.107], [-0.383, -1.611, 0.406], [-2.629, 0.825, 0.841], [-3.050, 0.112, -0.730], [0.604, -2.216, -1.164], [0.709, -1.658, -0.312], [1.742, -0.223, -1.448], [-0.177, 0.432, -0.605], [3.011, 0.020, 0.549]], "nbo_charge": [-0.461, 0.270, 0.229, -0.126, 0.265, -0.620, 0.243, -0.056, -0.158, 0.254, 0.260, 0.369, -0.198, 0.260, 0.211, 0.255], "orbital_gap_ev": 10.21, "smiles": "C[C@@H]1C=[N+](C)ON1", "charge": 1}



Which of them is the most stable, and which is the least stable? arrangement 2 and arrangement 3, in that order.



Arrangement 1

{"formula": "C4H9N2O", "method": "ωB97M-V/def2-TZVPD", "elements": ["N", "C", "H", "H", "C", "C", "H", "H", "C", "H", "H", "H", "N", "O", "H", "H"], "coordinates": [[2.280, -0.068, 0.604], [-0.485, 0.530, -0.275], [3.139, -0.716, 0.585], [-0.199, -0.868, -1.795], [1.154, -0.791, -0.057], [0.498, -0.210, -1.291], [2.419, 0.840, 0.001], [2.291, 0.126, 1.534], [-1.766, -0.197, -0.033], [-3.595, 0.115, 0.619], [-2.554, 1.479, 1.098], [0.604, -1.441, 0.684], [-2.679, 0.633, 0.516], [-1.914, -1.406, -0.199], [-0.134, 1.513, -0.023], [0.941, 0.461, -1.969]], "nbo_charge": [-0.702, -0.189, 0.455, 0.294, -0.073, -0.475, 0.462, 0.432, 0.599, 0.424, 0.426, 0.279, -0.812, -0.590, 0.220, 0.249], "orbital_gap_ev": 8.75, "charge": 1}



Arrangement 2

{"formula": "C4H9N2O", "method": "ωB97M-V/def2-TZVPD", "elements": ["C", "H", "N", "H", "O", "H", "H", "C", "C", "H", "H", "N", "H", "H", "C", "H"], "coordinates": [[0.423, 0.139, -2.200], [1.534, -0.195, 1.147], [-0.376, 1.501, 0.947], [-1.009, -0.144, 2.061], [-0.172, 1.661, -0.463], [-0.761, -1.366, -0.287], [-0.892, 2.316, 1.265], [1.015, -1.044, 0.705], [-1.065, 0.237, 1.040], [-2.109, 0.248, 0.687], [0.527, -0.873, -2.541], [-0.245, -0.567, 0.094], [0.801, -1.782, 1.476], [1.647, -1.492, -0.058], [0.043, 0.437, -0.976], [0.638, 0.926, -2.898]], "nbo_charge": [-0.445, 0.257, -0.325, 0.248, -0.324, 0.460, 0.408, -0.427, -0.084, 0.217, 0.237, -0.379, 0.238, 0.248, 0.405, 0.265], "orbital_gap_ev": 10.24, "smiles": "C=C1ONC[N@@H+]1C", "charge": 1}



Which of them is the most stable, and which is the least stable? arrangement 2 and arrangement 1, in that order.



Arrangement 1

{"formula": "C4H5NS", "method": "ωB97M-V/def2-TZVPD", "elements": ["C", "H", "H", "S", "C", "C", "H", "H", "H", "C", "N"], "coordinates": [[0.345, -1.251, -0.554], [0.591, -1.215, -1.662], [-3.464, 1.572, -0.042], [2.552, 0.779, -0.134], [-1.461, 0.630, 0.003], [1.123, -0.360, 0.420], [-0.056, -2.237, -0.199], [1.316, -0.594, 1.513], [1.928, 1.708, 0.622], [-2.633, 0.996, -0.017], [-0.241, -0.027, 0.052]], "nbo_charge": [-0.211, 0.211, 0.223, -0.068, 0.190, -0.107, 0.205, 0.221, 0.137, -0.314, -0.486], "orbital_gap_ev": 9.31, "smiles": "C#CN1C[C@H]1S"}



Arrangement 2

{"formula": "C4H5NS", "method": "ωB97M-V/def2-TZVPD", "elements": ["H", "H", "H", "C", "C", "C", "H", "H", "C", "N", "S"], "coordinates": [[-0.293, -1.609, -0.766], [-0.397, 0.226, 1.616], [0.472, 1.357, -1.145], [0.392, -1.126, 0.015], [-1.614, 0.184, -0.164], [-0.285, 0.077, 0.433], [1.074, 1.950, 0.369], [0.813, -1.572, 1.047], [0.651, 1.082, -0.237], [-2.695, -0.305, -0.679], [1.884, -0.264, -0.489]], "nbo_charge": [0.263, 0.265, 0.205, -0.541, 0.274, -0.373, 0.226, 0.254, -0.442, -0.302, 0.171], "orbital_gap_ev": 9.33}



Which of them is the most stable, and which is the least stable? arrangement 2 and arrangement 1, in that order.



Arrangement 1

{"formula": "C4H5NS", "method": "ωB97M-V/def2-TZVPD", "elements": ["C", "H", "C", "H", "N", "C", "S", "H", "H", "H", "C"], "coordinates": [[1.848, -0.272, -0.064], [0.830, 2.241, -0.664], [0.275, 1.638, 0.038], [-2.511, -1.435, 0.229], [-0.436, -0.715, 0.029], [3.027, -0.640, 0.011], [-2.052, -0.259, -0.017], [4.004, -1.078, 0.147], [-0.785, 1.868, -0.220], [0.493, 1.993, 1.056], [0.493, 0.199, -0.065]], "nbo_charge": [-0.053, 0.240, -0.673, 0.109, -0.515, -0.183, 0.199, 0.244, 0.227, 0.246, 0.160], "orbital_gap_ev": 9.11, "smiles": "C#C/C(C)=N/S"}



Arrangement 2

{"formula": "C4H5NS", "method": "ωB97M-V/def2-TZVPD", "elements": ["H", "S", "H", "H", "C", "N", "C", "H", "H", "C", "C"], "coordinates": [[1.499, -0.579, -1.419], [2.534, 0.430, 0.488], [-0.091, 0.624, 1.887], [-1.680, -2.028, -0.422], [0.045, -0.391, -0.008], [-0.935, -0.371, -1.626], [-1.045, -1.165, -0.716], [0.131, 1.715, 0.559], [-1.498, 1.142, 0.878], [1.400, -0.217, -0.456], [-0.360, 0.841, 0.835]], "nbo_charge": [0.204, 0.024, 0.239, 0.216, -0.004, -0.234, 0.038, 0.224, 0.221, -0.283, -0.645], "orbital_gap_ev": 8.11}



Arrangement 3

{"formula": "C4H5NS", "method": "ωB97M-V/def2-TZVPD", "elements": ["C", "H", "C", "H", "C", "H", "S", "H", "N", "H", "C"], "coordinates": [[0.542, 0.873, -2.709], [0.832, -0.557, -0.456], [0.003, 1.105, -1.468], [0.072, -1.847, 1.581], [0.165, 0.223, -0.422], [-0.234, 2.183, -1.315], [-1.137, 0.134, 0.893], [-1.217, -1.385, 2.671], [1.029, 0.783, -3.745], [0.317, -0.563, 2.897], [-0.373, -0.950, 2.073]], "nbo_charge": [0.238, 0.201, -0.393, 0.229, -0.198, 0.258, 0.288, 0.242, -0.301, 0.233, -0.798], "orbital_gap_ev": 8.63, "smiles": "CS/C=C/C#N"}



Which of them is the most stable, and which is the least stable? arrangement 3 and arrangement 2, in that order.



Arrangement 1

{"formula": "C18H37GdOP3S", "method": "ωB97M-V/def2-TZVPD", "elements": ["H", "H", "C", "C", "H", "H", "P", "C", "H", "C", "C", "C", "H", "H", "H", "H", "H", "C", "C", "C", "C", "H", "C", "H", "H", "H", "H", "H", "H", "P", "H", "H", "H", "C", "H", "H", "H", "O", "C", "C", "H", "C", "P", "H", "C", "H", "H", "H", "H", "H", "H", "H", "C", "H", "H", "H", "Gd", "C", "H", "S", "H"], "coordinates": [[4.757, 0.297, 2.367], [2.160, 3.259, 0.683], [-4.711, 0.832, -1.610], [2.767, 0.508, -2.040], [-6.310, 2.322, -4.262], [-4.241, 0.942, -3.711], [3.017, -0.714, -0.697], [-4.963, 1.219, -2.937], [3.952, 0.509, 3.964], [-1.102, 0.635, 2.431], [-7.044, 2.272, -2.232], [1.819, 2.272, 3.653], [-2.473, -1.793, 0.718], [-0.759, -4.616, -1.238], [1.016, -4.362, -1.071], [-2.387, 1.140, -0.895], [3.572, 0.352, -2.767], [-6.113, 1.960, -3.240], [-6.848, 1.777, -0.949], [4.155, 0.978, 2.987], [4.756, -0.439, -0.225], [3.366, -3.111, -0.842], [-0.572, -2.011, -2.038], [-0.906, -0.962, -2.123], [-5.554, 0.641, 0.348], [3.775, 2.500, 0.409], [-0.837, 2.608, 1.503], [-7.578, 1.969, -0.171], [3.496, 3.536, 1.846], [2.531, 1.384, 2.220], [-1.910, -3.369, 1.266], [0.035, -4.762, 0.376], [-7.910, 2.905, -2.465], [-2.003, -2.726, 0.377], [1.782, 0.363, -2.514], [-1.646, -0.324, 2.428], [-2.222, 1.636, 0.894], [2.610, -2.273, 2.286], [1.911, -1.550, 1.706], [0.045, -4.221, -0.580], [2.385, -2.556, -2.207], [-5.705, 1.042, -0.642], [-0.305, -2.459, -0.253], [4.952, 0.598, 0.082], [3.247, -2.298, -1.574], [-2.629, -3.217, -0.388], [-0.536, 0.768, 3.359], [2.314, 3.244, 3.752], [4.721, 1.918, 3.148], [5.387, -0.704, -1.087], [4.160, -2.212, -2.185], [-1.363, -2.671, -2.432], [-1.343, 1.641, 1.505], [2.792, 1.535, -1.641], [2.008, 1.674, 4.548], [5.015, -1.083, 0.628], [0.530, 0.059, 0.601], [3.039, 2.805, 1.167], [0.746, 2.423, 3.528], [-3.208, 0.055, -1.142], [0.358, -2.147, -2.621]], "lowdin_spin": [0.000, 0.000, 0.000, 0.001, 0.000, 0.000, -0.009, 0.000, 0.000, -0.017, 0.000, -0.017, 0.000, -0.006, 0.000, 0.000, 0.000, 0.000, 0.000, -0.015, -0.003, 0.000, -0.008, 0.001, 0.000, 0.000, 0.000, 0.000, -0.003, -0.091, 0.000, 0.000, 0.000, -0.013, 0.000, 0.001, 0.000, 0.010, 0.002, -0.020, 0.000, 0.000, -0.098, 0.000, -0.003, -0.003, 0.000, -0.004, -0.004, -0.001, -0.001, -0.002, -0.019, 0.000, 0.000, 0.000, 7.332, -0.011, -0.001, 0.001, 0.000], "orbital_gap_ev": [2.78, 4.62], "s_squared": 16.057, "spin_multiplicity": 8, "charge": 3}



Arrangement 2

{"formula": "C18H37GdOP3S", "method": "ωB97M-V/def2-TZVPD", "elements": ["H", "H", "C", "H", "H", "H", "H", "C", "C", "P", "C", "Gd", "H", "H", "H", "P", "C", "H", "S", "H", "H", "H", "H", "H", "H", "C", "H", "H", "C", "C", "H", "H", "H", "C", "H", "H", "H", "H", "O", "C", "H", "H", "H", "C", "H", "C", "C", "H", "H", "H", "P", "C", "C", "C", "C", "H", "H", "C", "H", "H", "H"], "coordinates": [[-3.357, 2.327, -1.257], [-3.166, -1.108, 1.186], [2.027, -0.520, -3.264], [0.401, -0.702, 4.124], [4.158, -0.827, 1.665], [-1.091, 1.821, 3.371], [-2.426, -2.388, 2.210], [-0.600, -1.055, 3.842], [-1.530, -1.607, -2.737], [-0.974, 1.746, -0.971], [-0.784, 3.232, 0.118], [0.891, -0.592, -0.436], [3.307, -0.671, 3.248], [-0.617, -2.152, 3.797], [1.128, -2.053, -4.574], [-1.112, -0.329, 2.220], [1.692, -1.797, -3.674], [-2.030, -0.826, -3.306], [0.673, 0.926, -4.880], [2.588, 2.669, 0.007], [-0.324, 3.176, -2.852], [-2.459, 0.794, 3.856], [4.459, 0.655, 2.698], [-2.527, 1.698, 2.327], [4.094, 2.335, 0.979], [0.459, -2.527, -1.649], [3.665, 1.303, -0.458], [2.816, 2.484, 3.204], [-2.837, 1.478, -0.762], [-1.230, 2.632, -2.563], [-1.086, 3.011, 1.153], [1.362, 1.496, 3.689], [1.196, 2.760, 2.415], [-1.482, -3.894, -1.888], [0.003, -0.075, -5.352], [-1.964, -4.857, -1.722], [2.676, 0.052, -3.958], [0.326, -4.445, -0.792], [1.333, -2.820, 2.380], [-0.332, -1.420, -2.113], [-1.435, 1.868, -3.318], [-3.313, -1.035, 2.979], [-3.078, 1.461, 0.318], [-1.869, 1.151, 3.000], [-1.439, 4.000, -0.313], [-2.158, -2.865, -2.540], [-0.226, -3.713, -1.372], [-3.128, 0.527, -1.252], [0.260, 3.581, 0.096], [-3.201, -2.999, -2.765], [2.325, 0.780, 1.545], [-2.662, -1.318, 2.136], [3.717, -0.109, 2.385], [1.877, 2.009, 2.856], [1.242, -2.157, 1.444], [2.050, -2.750, -3.241], [-1.341, -0.702, 4.576], [3.272, 1.893, 0.391], [1.577, -2.636, -1.549], [-2.086, 3.324, -2.482], [2.292, -0.242, -2.175]], "lowdin_spin": [0.000, 0.000, 0.289, 0.000, 0.002, 0.000, 0.000, 0.004, 0.105, 0.029, 0.011, 3.746, 0.000, 0.000, 0.012, 0.016, 0.345, 0.012, 1.231, 0.000, 0.002, 0.000, 0.000, 0.000, 0.002, 0.138, 0.009, 0.001, -0.003, 0.030, 0.000, 0.000, 0.000, 0.030, 0.060, 0.002, 0.032, 0.007, 0.005, 0.583, 0.019, 0.000, 0.000, 0.001, 0.002, 0.036, 0.046, 0.000, 0.000, 0.004, 0.045, 0.000, 0.001, 0.008, 0.022, 0.011, 0.001, 0.023, 0.009, 0.002, 0.068], "orbital_gap_ev": [5.04, 4.54], "s_squared": 15.816, "spin_multiplicity": 8, "charge": 3}



Which of them is the most stable, and which is the least stable? arrangement 1 and arrangement 2, in that order.



Arrangement 1

{"formula": "CH6N3OS", "method": "ωB97M-V/def2-TZVPD", "elements": ["H", "H", "N", "N", "H", "C", "S", "N", "O", "H", "H", "H"], "coordinates": [[0.299, 1.129, -0.657], [1.688, 0.463, -1.327], [1.272, 1.212, -0.850], [-1.171, 0.394, -0.109], [-1.865, -2.864, -0.764], [-2.158, 1.013, -0.348], [-0.849, -1.172, 0.503], [-2.095, -2.143, 0.009], [-3.002, 1.743, -0.713], [1.823, 1.590, -0.101], [1.262, 1.863, -1.634], [-2.727, -2.393, 0.746]], "nbo_charge": [0.460, 0.444, -0.853, -0.851, 0.424, 0.888, 0.623, -1.004, -0.435, 0.453, 0.440, 0.412], "orbital_gap_ev": 9.02, "charge": 1}



Arrangement 2

{"formula": "CH6N3OS", "method": "ωB97M-V/def2-TZVPD", "elements": ["S", "N", "H", "N", "C", "N", "H", "H", "H", "H", "O", "H"], "coordinates": [[-2.540, 0.091, -0.320], [-0.117, -1.278, -0.248], [1.569, 0.923, 1.064], [0.013, 0.985, -0.362], [-0.857, -0.055, 0.093], [1.307, 0.642, 0.173], [2.066, 1.038, -0.453], [-0.299, -2.016, 0.429], [-0.146, 1.974, -0.287], [-0.185, -1.570, -1.247], [-1.674, 0.168, 1.162], [0.864, -0.902, -0.004]], "nbo_charge": [0.500, -0.742, 0.379, -0.487, 0.361, -0.699, 0.402, 0.454, 0.423, 0.470, -0.521, 0.461], "orbital_gap_ev": 9.44, "smiles": "NN[C@@]1([NH3+])OS1", "charge": 1}



Which of them is the most stable, and which is the least stable? arrangement 1 and arrangement 2, in that order.